1.
The following is a DFT calculation (the ωB97M-V functional and the def2-TZVPD basis) of the ion C5H8N2 with charge +2 at a distorted geometry.

```
! RIJCOSX wB97M-V def2-TZVPD def2/J DEFGRID3
* xyz 2 1
C 1.190 1.119 0.066
C 1.962 0.000 0.190
C 0.089 -1.386 -0.214
C -2.042 -0.372 0.229
C -0.226 1.063 -0.166
N 1.344 -1.204 -0.054
N -0.819 -0.239 -0.068
H 1.588 2.069 0.133
H 3.097 -0.018 0.129
H -0.300 -2.320 -0.443
H -2.614 0.453 0.388
H -2.585 -1.305 0.109
H -0.801 1.631 0.749
H -0.500 1.601 -1.076
H 2.010 -2.005 -0.137
*
```

Properties
Energy relative to the best compared isomer or geometry (same formula, charge and spin) in kJ/mol: 28.4
SMILES: C=[N+]1C=[NH+]C=CC1
Lowest unoccupied orbital energy (alpha / beta) in eV: -11.3 / -11.3
HOMO level (alpha / beta) in eV: -19.296 / -19.295

Taken from the Löwdin analysis, the atomic charges in e are:
1. C 0.05
2. C 0.01
3. C 0.14
4. C 0.29
5. C -0.08
6. N 0.17
7. N -0.01
8. H 0.13
9. H 0.19
10. H 0.17
11. H 0.12
12. H 0.17
13. H 0.23
14. H 0.18
15. H 0.24

=====

2.
The following is a DFT calculation (the ωB97M-V functional and the def2-TZVPD basis) of an isolated molecule of C7H6Cl5N at a distorted geometry.

```
! RIJCOSX wB97M-V def2-TZVPD def2/J DEFGRID3
* xyz 0 1
C 1.794 -1.142 -0.190
C 1.291 -0.498 1.017
C 1.280 -1.177 -1.412
C 0.623 0.676 1.141
C -1.078 -0.624 -1.433
C 0.278 1.339 2.376
C -2.126 0.325 -1.987
N 0.091 -0.545 -1.844
Cl -1.633 -1.693 -0.016
Cl 1.484 2.644 2.672
Cl 0.159 0.291 3.835
Cl -2.777 1.191 -0.551
Cl -3.134 -0.627 -3.059
H 2.768 -1.542 0.018
H 1.536 -1.076 1.809
H 1.798 -1.607 -2.290
H 0.189 1.236 0.341
H -0.710 1.748 2.356
H -1.833 1.082 -2.783
*
```

Properties
Energy relative to the best compared isomer or geometry (same formula, charge and spin) in kJ/mol: 0.0
SMILES: Cl\C(=N/C=C\C=C\C(Cl)Cl)C(Cl)Cl
Lowest unoccupied orbital energy in eV: -0.2
HOMO level in eV: -9.104

Taken from the Löwdin analysis, the atomic charges in e are:
1. C -0.09
2. C -0.11
3. C -0.13
4. C -0.24
5. C -0.76
6. C -1.06
7. C -1.09
8. N 0.07
9. Cl 0.58
10. Cl 0.57
11. Cl 0.56
12. Cl 0.58
13. Cl 0.62
14. H 0.11
15. H 0.06
16. H 0.12
17. H 0.09
18. H 0.04
19. H 0.08

=====

3.
The following is a DFT calculation (the ωB97M-V functional and the def2-TZVPD basis) of an isolated molecule of C17H31ClN6O.

```
! RIJCOSX wB97M-V def2-TZVPD def2/J DEFGRID3
* xyz 0 1
C -8.977 -0.542 -1.229
C -7.467 -0.473 -1.041
C -7.089 0.398 0.155
C -5.580 0.592 0.313
C -4.848 -0.695 0.689
C -3.386 -0.465 1.078
C -2.521 -0.020 -0.101
H -2.899 0.925 -0.490
C -1.057 0.184 0.285
N -0.395 -1.066 0.563
C 0.830 -1.382 0.143
N 1.494 -0.528 -0.637
C 2.733 -0.895 -0.955
N 3.489 -0.075 -1.692
H 4.434 -0.384 -1.857
C 3.054 1.186 -2.232
H 1.965 1.199 -2.179
C 3.638 2.421 -1.498
N 2.931 2.912 -0.340
C 2.903 2.016 0.803
C 2.371 2.789 2.010
H 2.286 2.136 2.880
O 1.077 3.290 1.763
C 1.089 4.137 0.638
C 1.592 3.403 -0.606
H 1.626 4.093 -1.452
H 0.887 2.586 -0.834
H 0.061 4.476 0.499
H 1.738 5.004 0.832
H 3.054 3.621 2.240
H 3.916 1.664 1.007
H 2.245 1.152 0.625
H 3.678 3.248 -2.213
H 4.661 2.192 -1.186
H 3.358 1.232 -3.282
N 3.313 -2.047 -0.571
C 2.538 -2.816 0.156
N 1.316 -2.568 0.559
Cl 3.207 -4.307 0.651
H -0.828 -1.725 1.191
H -0.509 0.644 -0.538
H -0.990 0.846 1.158
H -2.579 -0.763 -0.899
H -3.335 0.290 1.866
H -2.991 -1.398 1.486
H -4.886 -1.399 -0.143
H -5.364 -1.153 1.537
H -5.178 0.990 -0.620
H -5.405 1.335 1.095
H -7.494 -0.047 1.067
H -7.555 1.379 0.033
H -7.079 -1.483 -0.900
H -7.008 -0.061 -1.944
H -9.230 -1.167 -2.082
H -9.452 -0.961 -0.344
H -9.388 0.451 -1.398
*
```

Properties
Energy relative to the best compared isomer or geometry (same formula, charge and spin) in kJ/mol: 12.3
SMILES: CCCCCCCCNc1nc(Cl)nc(NCCN2CCOCC2)n1
Lowest unoccupied orbital energy in eV: 0.8
HOMO level in eV: -8.412

Taken from the Löwdin analysis, the atomic charges in e are:
1. C -0.12
2. C -0.28
3. C -0.23
4. C -0.22
5. C -0.22
6. C -0.22
7. C -0.19
8. H 0.11
9. C -0.19
10. N 0.08
11. C -0.39
12. N 0.17
13. C -0.41
14. N 0.07
15. H 0.15
16. C -0.16
17. H 0.10
18. C -0.17
19. N -0.17
20. C -0.16
21. C -0.19
22. H 0.12
23. O -0.14
24. C -0.20
25. C -0.17
26. H 0.13
27. H 0.11
28. H 0.12
29. H 0.13
30. H 0.13
31. H 0.13
32. H 0.10
33. H 0.11
34. H 0.12
35. H 0.12
36. N 0.10
37. C -0.85
38. N 0.10
39. Cl 0.70
40. H 0.14
41. H 0.10
42. H 0.13
43. H 0.12
44. H 0.12
45. H 0.10
46. H 0.11
47. H 0.11
48. H 0.11
49. H 0.11
50. H 0.11
51. H 0.11
52. H 0.10
53. H 0.11
54. H 0.07
55. H 0.07
56. H 0.07

=====

4.
The following is a DFT calculation (the ωB97M-V functional and the def2-TZVPD basis) of an isolated molecule of C6H10.

```
! RIJCOSX wB97M-V def2-TZVPD def2/J DEFGRID3
* xyz 0 1
C -0.657 0.354 -2.091
C -0.110 0.104 -0.720
C 0.985 -0.589 -0.395
C 1.210 -0.632 1.098
C -0.158 -0.182 1.651
C -0.768 0.668 0.524
H -0.801 1.426 -2.276
H 0.004 -0.043 -2.868
H -1.640 -0.122 -2.205
H 1.659 -1.049 -1.112
H 1.503 -1.625 1.460
H 2.012 0.061 1.393
H -0.786 -1.067 1.806
H -0.089 0.346 2.607
H -0.501 1.730 0.632
H -1.864 0.621 0.496
*
```

Properties
Energy relative to the best compared isomer or geometry (same formula, charge and spin) in kJ/mol: 0.1
SMILES: CC1=CCCC1
Lowest unoccupied orbital energy in eV: 1.2
HOMO level in eV: -8.751

Taken from the Löwdin analysis, the atomic charges in e are:
1. C -0.06
2. C -0.31
3. C -0.07
4. C -0.19
5. C -0.19
6. C -0.16
7. H 0.08
8. H 0.07
9. H 0.08
10. H 0.11
11. H 0.10
12. H 0.11
13. H 0.11
14. H 0.10
15. H 0.12
16. H 0.11

=====

Repeat the second record exactly.
The following is a DFT calculation (the ωB97M-V functional and the def2-TZVPD basis) of an isolated molecule of C7H6Cl5N at a distorted geometry.

```
! RIJCOSX wB97M-V def2-TZVPD def2/J DEFGRID3
* xyz 0 1
C 1.794 -1.142 -0.190
C 1.291 -0.498 1.017
C 1.280 -1.177 -1.412
C 0.623 0.676 1.141
C -1.078 -0.624 -1.433
C 0.278 1.339 2.376
C -2.126 0.325 -1.987
N 0.091 -0.545 -1.844
Cl -1.633 -1.693 -0.016
Cl 1.484 2.644 2.672
Cl 0.159 0.291 3.835
Cl -2.777 1.191 -0.551
Cl -3.134 -0.627 -3.059
H 2.768 -1.542 0.018
H 1.536 -1.076 1.809
H 1.798 -1.607 -2.290
H 0.189 1.236 0.341
H -0.710 1.748 2.356
H -1.833 1.082 -2.783
*
```

Properties
Energy relative to the best compared isomer or geometry (same formula, charge and spin) in kJ/mol: 0.0
SMILES: Cl\C(=N/C=C\C=C\C(Cl)Cl)C(Cl)Cl
Lowest unoccupied orbital energy in eV: -0.2
HOMO level in eV: -9.104

Taken from the Löwdin analysis, the atomic charges in e are:
1. C -0.09
2. C -0.11
3. C -0.13
4. C -0.24
5. C -0.76
6. C -1.06
7. C -1.09
8. N 0.07
9. Cl 0.58
10. Cl 0.57
11. Cl 0.56
12. Cl 0.58
13. Cl 0.62
14. H 0.11
15. H 0.06
16. H 0.12
17. H 0.09
18. H 0.04
19. H 0.08